Density functional theory data (ωB97M-V/def2-TZVPD) for C47H38N4O7PSV as an isolated structure in a non-equilibrium geometry.

The calculation puts the energy relative to the best compared isomer or geometry (same formula, charge and spin) at 240.94 kJ/mol. The multiplicity is 4. The HOMO energy (spin up / spin down) is -3.18 / -4.95 eV. As for the expectation value of S²: 3.77. The HOMO-LUMO gap (spin up / spin down) is 0.205 / 0.271 Eh. As for the total charge: -1.

Geometry as XYZ:
```
99
Properties=species:S:1:pos:R:3:forces:R:3
V -0.55734 -0.90707 -0.39733 -0.0829 -1.9691 4.0837
C 0.92626 -4.29283 4.46594 0.0250 -0.0206 0.0543
C 0.01989 -4.36044 3.41499 0.0216 -0.0366 -0.0358
C 0.19276 -3.55987 2.30078 0.0290 0.0823 0.0673
C 1.28046 -2.68814 2.22134 -0.1233 0.1286 0.1742
C 2.18210 -2.62171 3.27553 -0.0835 -0.0473 -0.1263
C 2.00140 -3.42319 4.39542 0.0487 -0.0460 0.0462
P 1.40432 -1.75632 0.65031 1.0014 -0.6265 -0.1154
C 2.97032 -0.83380 0.84505 -0.0134 0.1363 -0.0190
C 4.07601 -0.99847 0.01356 -0.0767 0.0197 0.1221
C 5.21188 -0.22327 0.20258 0.0473 0.0655 -0.0660
C 5.25307 0.72416 1.21461 -0.0092 0.0403 0.0003
C 4.13634 0.92953 2.01620 0.0301 0.0142 0.0222
C 2.99571 0.16741 1.82197 -0.0464 -0.0584 -0.0920
C 1.82034 -3.18712 -0.40880 0.2143 -0.0111 -0.0366
C 2.92080 -3.99249 -0.24040 -0.1166 0.1908 0.0294
C 3.11149 -5.10412 -1.07859 -0.0046 -0.1536 -0.0284
C 2.18126 -5.41442 -2.03534 0.0747 0.0112 0.0154
C 1.01612 -4.63194 -2.20282 0.0408 0.1865 0.1588
C 0.02257 -4.94497 -3.15585 -0.1115 -0.0372 -0.1221
C -1.08753 -4.15104 -3.26192 0.0975 -0.1083 -0.1091
C -1.25292 -3.01416 -2.44455 0.1624 -0.0208 0.0351
C -0.32648 -2.64150 -1.48569 0.0122 -0.6623 -0.1792
C 0.82802 -3.48404 -1.37716 -0.0227 -0.2803 -0.2595
H 0.79286 -4.92033 5.33898 -0.0077 0.0108 0.0033
H -0.81879 -5.04343 3.46818 -0.0274 0.0336 -0.0154
H -0.51712 -3.58819 1.48194 -0.0223 -0.0454 0.0271
H 3.02960 -1.95196 3.22696 0.0208 0.0072 0.0234
H 2.71339 -3.37183 5.21067 -0.0190 0.0139 0.0098
H 4.04282 -1.73258 -0.77990 0.0346 0.0039 -0.0081
H 6.06268 -0.34851 -0.45668 0.0118 -0.0357 0.0286
H 6.14676 1.31595 1.37140 -0.0004 0.0074 -0.0234
H 4.15883 1.68677 2.79024 -0.0569 0.0087 -0.0116
H 2.10701 0.33807 2.42469 0.0608 0.0278 0.0750
H 3.63963 -3.77349 0.54164 0.0168 -0.0199 -0.0106
H 3.99000 -5.72613 -0.95159 -0.0015 0.0026 -0.0086
H 2.32989 -6.27551 -2.67917 -0.0191 -0.0095 0.0094
H 0.15592 -5.81135 -3.79542 -0.0115 -0.0060 0.0116
H -1.84543 -4.39174 -4.00077 -0.0150 -0.0047 0.0162
H -2.14437 -2.41424 -2.58953 -0.0185 0.0132 0.0066
C -6.05411 2.72803 -2.59454 0.0853 0.0039 0.0582
C -5.93851 1.45630 -1.84241 0.0805 0.1280 -0.0203
N -6.90393 0.87091 -1.21227 -0.1929 -0.0374 0.0443
N -6.32310 -0.24532 -0.68070 0.1499 0.1660 -0.0451
C -5.00565 -0.37193 -0.96698 -0.3429 -0.1342 -0.0545
S -3.97537 -1.58333 -0.50429 0.2005 0.0700 -0.0483
N -4.77662 0.73807 -1.74099 -0.4029 -0.2558 0.1788
N -3.54786 1.14843 -2.22567 0.2543 0.4153 -0.1356
H -7.08911 3.05785 -2.56059 -0.0068 -0.0099 -0.0344
H -5.73907 2.59513 -3.62970 -0.0308 0.0395 -0.0119
H -5.41655 3.49322 -2.14937 0.0361 -0.0282 -0.0266
H -6.84518 -0.86152 -0.08770 0.0247 -0.0564 0.0270
H -2.85007 0.54938 -1.79800 0.2735 -0.1161 0.1506
H -3.46252 0.98289 -3.22642 -0.0155 -0.1373 0.0846
O -1.93590 1.22473 0.50203 0.1672 0.1217 -0.2025
C -1.54620 1.42445 1.85203 0.1289 -0.4606 0.2009
C -1.04551 0.00381 2.34951 -0.0808 0.3058 0.1256
O -0.58901 -0.06484 3.48726 -0.0624 -0.0214 -0.1095
O -1.12830 -0.91260 1.48492 -0.7498 -0.0567 1.3196
C -2.73194 1.92475 2.66973 -0.0877 0.0344 0.0270
C -3.75036 2.63112 2.03244 0.0681 0.0281 -0.0086
C -4.82655 3.13764 2.74510 -0.0150 0.0099 -0.0198
C -4.90999 2.94073 4.11455 -0.0264 -0.0093 0.0148
C -3.90756 2.23069 4.75784 -0.0641 0.0250 -0.0215
C -2.82997 1.72444 4.04507 -0.0285 -0.0060 0.0836
C -0.35013 2.36705 1.94020 0.0804 0.1602 -0.2639
C 0.39288 2.63835 0.79181 -0.0792 0.0070 0.0055
C 1.47619 3.50542 0.82197 0.0197 0.0407 0.0443
C 1.83608 4.12115 2.00910 0.0391 -0.0216 -0.0611
C 1.12146 3.83530 3.16485 0.0116 0.0225 0.0500
C 0.04494 2.96328 3.13567 -0.0425 -0.0199 -0.0086
H -2.00773 2.07673 0.05195 0.0495 -0.0713 -0.0178
H -3.71613 2.78804 0.96139 -0.0321 -0.0223 0.0187
H -5.60306 3.68478 2.22433 -0.0072 -0.0170 -0.0032
H -5.75557 3.32475 4.67187 0.0143 0.0162 0.0029
H -3.96754 2.06218 5.82622 0.0138 -0.0254 -0.0050
H -2.06990 1.14830 4.55381 0.0356 -0.0052 -0.0582
H 0.12643 2.17544 -0.14858 -0.0318 -0.0339 -0.0218
H 2.02722 3.69978 -0.09024 0.0059 -0.0142 -0.0016
H 2.66587 4.81671 2.03469 0.0137 -0.0189 0.0173
H 1.39956 4.30982 4.09836 -0.0052 -0.0382 0.0174
H -0.49259 2.74723 4.04714 -0.0206 0.0076 0.0032
O -1.22717 0.88601 -3.81369 0.2303 -0.0258 0.0006
C -0.36912 0.57266 -2.98755 -0.7415 -0.2447 -0.0471
O -0.64910 -0.06147 -1.89267 -0.1574 3.4995 -5.1180
C 1.05065 0.98391 -3.21134 0.4274 0.1088 0.0646
C 1.93457 1.15067 -2.15157 -0.3124 -0.0902 -0.0199
C 3.20271 1.70251 -2.32417 0.2651 0.0987 -0.0355
C 3.56917 2.02187 -3.60648 -0.1389 -0.0569 -0.1262
O 4.74001 2.58836 -4.05473 -0.0715 -0.0657 0.2056
C 4.63505 2.63023 -5.46917 0.3150 0.0921 -0.2941
O 3.34345 2.18914 -5.84598 -0.2083 -0.0209 0.0346
C 2.71845 1.79989 -4.67900 0.1617 0.0767 0.1117
C 1.45163 1.31508 -4.51557 -0.1392 -0.0731 -0.0975
H 1.62119 0.86206 -1.15879 -0.0157 -0.0036 0.0780
H 3.85694 1.87749 -1.48179 0.0575 -0.0657 0.0276
H 5.39536 1.97534 -5.91315 -0.0866 -0.0444 0.0687
H 4.78969 3.65579 -5.81977 -0.0652 -0.0181 0.0841
H 0.76701 1.18144 -5.34143 -0.0080 0.0435 0.0156
```
Forces are in eV/Å.